Run i
# C2H2IN

A 2-piece molecular cluster, C2H2IN overall (ωB97M-V/def2-TZVPD, the OMol25 dataset).

Positions of all 6 atoms, in Å:
C -0.659 0.129 0.596
C 0.579 -0.647 0.487
N -0.546 -0.310 -0.533
I -1.268 2.666 -1.951
H 1.580 -0.239 0.497
H 0.314 -1.600 0.904

Output
**Molecular weight**: 166.95 g mol⁻¹
**Orbital gap (alpha / beta)**: 8.1 / 6.8 eV
**E_LUMO (alpha / beta)**: -1.946 / -2.907 eV
**2S+1**: 1

Per-atom Mulliken charges, elementary charge units: number 1, C, carries -0.002; number 2, C, carries -0.221; number 3, N, carries -0.287; number 4, I, carries 0.011; number 5, H, carries 0.267; number 6, H, carries 0.231

---

Run ii
# C2H2IN

A 2-piece molecular cluster, C2H2IN overall (ωB97M-V/def2-TZVPD, the OMol25 dataset).

Positions of all 6 atoms, in Å:
C 0.693 0.323 -0.723
C -0.151 0.029 0.270
N -0.435 0.870 -0.859
I -0.163 0.229 2.307
H 1.655 0.245 -1.127
H -1.600 -1.695 0.132

Output
**Molecular weight**: 166.95 g mol⁻¹
**Orbital gap (alpha / beta)**: 7.5 / 9.1 eV
**E_LUMO (alpha / beta)**: -0.433 / -0.336 eV
**2S+1**: 1

Per-atom Mulliken charges, elementary charge units: number 1, C, carries 0.099; number 2, C, carries -0.243; number 3, N, carries -0.347; number 4, I, carries 0.142; number 5, H, carries 0.325; number 6, H, carries 0.024

---

Stability comparison, relative energies in hartree: run i 0.0000; run ii 0.0578

---

Run i
# C6H16N3

An isolated ion of composition C6H16N3 and charge +1 (ωB97M-V/def2-TZVPD, the OMol25 dataset).

Positions of all 25 atoms, in Å:
C -0.148 2.105 1.591
C -0.416 0.778 0.936
N -0.752 0.717 -0.328
C -0.789 1.844 -1.276
N -0.622 -0.401 -1.066
C -1.792 -1.226 -1.440
C 0.563 -1.267 -0.531
N 1.616 -0.655 0.285
C 2.019 -1.700 1.326
H -1.071 2.467 2.191
H 0.131 2.867 0.890
H 0.688 1.999 2.426
H -0.619 -0.123 1.545
H -0.379 1.497 -2.234
H -1.755 2.346 -1.438
H -0.159 2.648 -0.905
H -2.163 -1.978 -0.573
H -2.609 -0.538 -1.801
H -1.505 -1.791 -2.376
H 0.097 -2.003 0.179
H 0.969 -1.602 -1.494
H 2.417 -0.302 -0.271
H 1.991 -2.636 0.736
H 3.100 -1.473 1.511
H 1.189 -1.573 2.117

Output
**Molecular weight**: 130.22 g mol⁻¹
**Orbital gap**: 9.5 eV
**Charge**: +1
**E_LUMO**: -3.711 eV
**SMILES string**: C/C=[N+](\C)N(C)CNC
**2S+1**: 1

Mulliken atomic charge list, values in e, 8 entries: number 1, C, carries -1.203; number 2, C, carries 0.343; number 3, N, carries 0.387; number 4, C, carries -0.955; number 5, N, carries -0.193; number 6, C, carries -0.846; number 7, C, carries -0.926; number 8, N, carries -0.233

---

Run ii
# C6H16N3

An isolated ion of composition C6H16N3 and charge +1 (ωB97M-V/def2-TZVPD, the OMol25 dataset).

Positions of all 25 atoms, in Å:
C 0.315 1.028 0.314
C -0.195 2.427 0.436
C -1.420 -0.438 1.840
C 1.949 1.047 -1.490
C 0.662 -1.958 0.128
C -1.319 -1.327 -1.184
N -0.564 -0.011 0.686
N 0.581 0.724 -1.087
N -0.298 -1.058 -0.228
H 1.327 0.900 0.954
H -0.204 2.632 1.488
H -1.176 2.377 0.099
H 0.354 3.209 -0.114
H -1.978 0.480 2.181
H -2.150 -1.287 1.502
H -0.765 -0.743 2.597
H 2.625 1.440 -0.655
H 2.270 -0.041 -1.715
H 1.904 1.636 -2.451
H 1.484 -1.587 0.758
H 0.312 -2.616 0.929
H 1.027 -2.577 -0.709
H -0.909 -1.714 -2.148
H -2.062 -2.134 -0.943
H -1.771 -0.410 -1.188

Output
**Molecular weight**: 130.22 g mol⁻¹
**Orbital gap (alpha / beta)**: 8.3 / 7.0 eV
**Charge**: +1
**E_LUMO (alpha / beta)**: -4.834 / -6.064 eV
**2S+1**: 1

Mulliken atomic charge list, values in e, 8 entries: number 1, C, carries 0.395; number 2, C, carries -1.601; number 3, C, carries -0.945; number 4, C, carries -0.720; number 5, C, carries -0.828; number 6, C, carries -0.870; number 7, N, carries -0.043; number 8, N, carries -0.190

---

Stability comparison, relative energies in hartree: run i 0.0000; run ii 0.0950

---

Run i
# C35H29FeN2O6P2S

C35H29FeN2O6P2S as an isolated structure (ωB97M-V/def2-TZVPD, the OMol25 dataset).

Positions of all 76 atoms, in Å:
Fe -0.571 -0.374 -0.299
O 2.367 0.222 2.491
C 1.329 0.139 1.854
O 1.154 0.345 0.604
C 0.055 -0.243 2.608
C 0.097 -0.428 4.008
C -1.059 -0.720 4.664
C -2.276 -0.796 3.942
C -3.524 -1.060 4.550
C -4.665 -1.094 3.798
C -4.614 -0.858 2.409
C -3.420 -0.608 1.791
C -2.229 -0.585 2.548
N -1.049 -0.347 1.911
H 1.058 -0.333 4.492
H -1.073 -0.887 5.735
H -3.555 -1.228 5.620
H -5.620 -1.295 4.267
H -5.525 -0.871 1.827
H -3.360 -0.401 0.730
C -1.177 -3.140 0.559
N -0.616 -2.528 -0.651
P -2.206 -0.102 -2.303
C -1.935 -0.800 -3.956
C -1.550 -2.134 -4.074
C -1.340 -2.682 -5.331
C -1.492 -1.902 -6.467
C -1.848 -0.565 -6.348
C -2.072 -0.012 -5.096
C -3.847 -0.737 -1.843
C -3.982 -2.090 -1.527
C -5.195 -2.577 -1.067
C -6.276 -1.719 -0.909
C -6.138 -0.370 -1.207
C -4.926 0.124 -1.670
P 1.077 -2.741 -0.673
C 1.444 -2.294 -2.421
C 1.719 -3.239 -3.412
C 1.958 -2.878 -4.728
C 1.905 -1.540 -5.092
C 1.664 -0.580 -4.126
C 1.463 -0.950 -2.802
C 1.364 -4.561 -0.758
C 0.368 -5.424 -1.220
C 0.570 -6.796 -1.241
C 1.779 -7.324 -0.803
C 2.774 -6.475 -0.341
C 2.561 -5.104 -0.308
H -2.168 -2.730 0.770
H -0.567 -2.995 1.468
H -1.301 -4.226 0.457
H -1.376 -2.719 -3.177
H -1.025 -3.714 -5.417
H -1.316 -2.331 -7.446
H -1.954 0.051 -7.233
H -2.347 1.029 -4.990
H -3.122 -2.746 -1.611
H -5.292 -3.626 -0.815
H -7.222 -2.100 -0.544
H -6.976 0.304 -1.075
H -4.800 1.178 -1.888
H 1.741 -4.288 -3.148
H 2.156 -3.641 -5.470
H 2.057 -1.242 -6.122
H 1.630 0.475 -4.366
H 1.697 0.005 -1.074
H -0.562 -4.992 -1.574
H -0.212 -7.454 -1.600
H 1.941 -8.395 -0.817
H 3.715 -6.884 0.006
H 3.330 -4.443 0.076
O -2.259 3.686 -1.463
S -1.421 2.503 -1.491
O -2.444 1.445 -2.577
O 1.220 0.082 -1.928
O -1.541 1.691 -0.245

Output
**Molecular weight**: 723.48 g mol⁻¹
**Orbital gap (alpha / beta)**: 6.6 / 6.6 eV
**Charge**: -1
**E_LUMO (alpha / beta)**: 2.126 / 2.099 eV
**2S+1**: 5

Mulliken atomic charge list, values in e, 8 entries: number 1, Fe, carries 2.884; number 2, O, carries -0.772; number 3, C, carries -0.103; number 4, O, carries -0.950; number 5, C, carries 0.556; number 6, C, carries -0.796; number 7, C, carries -0.801; number 8, C, carries 1.008

---

Run ii
# C35H29FeN2O6P2S

C35H29FeN2O6P2S as an isolated structure (ωB97M-V/def2-TZVPD, the OMol25 dataset).

Positions of all 76 atoms, in Å:
Fe 2.046 -1.503 -1.609
O 4.527 1.559 -0.741
C 3.718 0.783 -1.228
O 3.682 -0.489 -1.077
C 2.609 1.350 -2.112
C 2.563 2.736 -2.368
C 1.559 3.220 -3.147
C 0.623 2.326 -3.717
C -0.423 2.752 -4.569
C -1.272 1.839 -5.126
C -1.106 0.461 -4.865
C -0.114 0.016 -4.039
C 0.759 0.950 -3.433
N 1.736 0.498 -2.590
H 3.324 3.356 -1.918
H 1.468 4.281 -3.353
H -0.530 3.811 -4.773
H -2.071 2.169 -5.778
H -1.775 -0.256 -5.325
H 0.022 -1.038 -3.821
C 1.763 1.155 1.791
N 0.557 0.451 1.291
P -0.234 1.504 0.114
C -0.901 2.764 1.270
C -1.139 2.538 2.622
C -1.683 3.536 3.417
C -2.003 4.771 2.866
C -1.766 5.007 1.520
C -1.207 4.011 0.730
C -1.784 0.604 -0.272
C -3.039 0.936 0.241
C -4.156 0.192 -0.110
C -4.033 -0.902 -0.958
C -2.792 -1.236 -1.478
C -1.685 -0.469 -1.154
P 0.938 -1.165 0.755
C 2.068 -1.714 2.086
C 3.420 -1.868 1.793
C 4.306 -2.275 2.783
C 3.848 -2.528 4.066
C 2.498 -2.379 4.363
C 1.612 -1.978 3.377
C -0.551 -2.126 1.180
C -0.602 -3.437 0.709
C -1.697 -4.234 1.011
C -2.743 -3.728 1.770
C -2.691 -2.423 2.241
C -1.594 -1.625 1.951
H 1.538 2.214 1.917
H 2.627 1.074 1.124
H 2.043 0.755 2.765
H -0.889 1.572 3.046
H -1.861 3.350 4.469
H -2.430 5.549 3.487
H -2.006 5.969 1.086
H -1.006 4.198 -0.319
H -3.149 1.768 0.924
H -5.125 0.458 0.296
H -4.906 -1.494 -1.207
H -2.658 -2.093 -2.126
H -0.729 -0.761 -1.568
H 3.784 -1.657 0.795
H 5.355 -2.394 2.544
H 4.539 -2.848 4.836
H 2.136 -2.586 5.363
H 0.559 -1.881 3.608
H 0.207 -3.820 0.097
H -1.736 -5.247 0.632
H -3.604 -4.348 1.990
H -3.510 -2.020 2.824
H -1.556 -0.600 2.299
O 2.181 -2.708 -3.514
S 1.246 -3.546 -2.705
O 0.931 -4.838 -3.251
O 1.917 -3.605 -1.337
O 0.051 -2.664 -2.456

Output
**Molecular weight**: 723.48 g mol⁻¹
**Orbital gap (alpha / beta)**: 7.5 / 7.7 eV
**Charge**: -1
**E_LUMO (alpha / beta)**: 2.186 / 2.164 eV
**2S+1**: 5

Mulliken atomic charge list, values in e, 8 entries: number 1, Fe, carries 0.819; number 2, O, carries -0.760; number 3, C, carries -0.038; number 4, O, carries -0.729; number 5, C, carries 0.841; number 6, C, carries -0.585; number 7, C, carries -0.749; number 8, C, carries 1.434

---

Stability comparison, relative energies in hartree: run i 0.0241; run ii 0.0000

---

Run i
# CH2N2O2S

One molecule with the formula CH2N2O2S (ωB97M-V/def2-TZVPD, the OMol25 dataset).

Positions of all 8 atoms, in Å:
C 0.096 0.011 -0.810
N -1.210 0.389 -0.545
N 0.914 -0.220 0.203
O -0.800 0.922 1.481
O -1.681 0.499 0.632
S 0.565 -0.740 -2.195
H 0.593 0.170 1.076
H 1.521 -1.031 0.157

Output
**Molecular weight**: 106.11 g mol⁻¹
**Orbital gap (alpha / beta)**: 6.1 / 6.1 eV
**E_LUMO (alpha / beta)**: -3.001 / -3.003 eV
**2S+1**: 1

Per-atom Mulliken charges, elementary charge units: number 1, C, carries 0.394; number 2, N, carries -0.077; number 3, N, carries -0.327; number 4, O, carries -0.448; number 5, O, carries 0.221; number 6, S, carries -0.308; number 7, H, carries 0.324; number 8, H, carries 0.222

---

Run ii
# CH2N2O2S

CH2N2O2S as an isolated structure (ωB97M-V/def2-TZVPD, the OMol25 dataset).

Positions of all 8 atoms, in Å:
C 0.644 -0.497 -0.540
N 0.013 0.326 -1.365
N -0.847 1.059 -1.559
O -0.710 -0.639 2.143
O -1.049 1.279 0.615
S -0.094 0.516 1.435
H 0.324 -1.461 -0.193
H 1.719 -0.582 -0.536

Output
**Molecular weight**: 106.11 g mol⁻¹
**Orbital gap**: 9.0 eV
**E_LUMO**: -0.523 eV
**2S+1**: 1

Per-atom Mulliken charges, elementary charge units: number 1, C, carries -0.441; number 2, N, carries 0.281; number 3, N, carries -0.220; number 4, O, carries -0.499; number 5, O, carries -0.482; number 6, S, carries 0.674; number 7, H, carries 0.377; number 8, H, carries 0.311

---

Stability comparison, relative energies in hartree: run i 0.1469; run ii 0.0000